Model i:
Here is an isolated molecule of C5H15N2 from the Open Molecules 2025 dataset. Energies are from the ωB97M-V functional and the def2-TZVPD basis.

Each line ends with the natural charge from an NBO analysis.
Cartesian coordinates (Å):
N1 1.3962 0.8422 -0.6996  -0.673
N2 -1.6436 0.8649 1.3553  -1.105
C1 -0.1282 0.9546 -0.5045  -0.232
C2 2.0937 1.4094 -2.0445  -0.423
C3 -0.8294 -1.3559 0.1518  -0.470
C4 -0.0701 -2.3062 1.0942  -0.606
C5 -0.5664 0.0272 0.6435  -0.128
H1 -0.6493 -1.7614 -0.8771  0.246
H2 1.0253 -2.4212 0.8785  0.213
H3 -1.7290 1.8571 1.0403  0.280
H4 -2.5651 0.5702 1.0753  0.365
H5 -1.9910 -1.6074 0.1313  0.231
H6 -0.5371 -3.4217 1.1654  0.215
H7 1.2833 1.7346 -2.7017  0.196
H8 2.7387 2.2988 -1.8598  0.196
H9 -1.5825 0.9239 2.3592  0.322
H10 0.2898 0.1002 1.4900  0.230
H11 -0.6137 0.4944 -1.3793  0.178
H12 2.8978 0.6599 -2.5336  0.199
H13 -0.4768 1.9928 -0.4219  0.203
H14 1.8572 0.0316 -0.4491  0.360
H15 -0.1999 -1.8878 2.0865  0.202

The multiplicity is 2. The calculation puts the LUMO energy (spin up / spin down) at 0.03115 / 0.03050 hartree. The calculation puts the orbital gap (spin up / spin down) at 4.4016 / 9.7103 eV.



Model ii:
Here is a structure of composition C5H15N2 from the Open Molecules 2025 dataset. Energies are from the ωB97M-V functional and the def2-TZVPD basis.

Each line ends with the natural charge from an NBO analysis.
Cartesian coordinates (Å):
N1 -1.1484 -0.1517 -0.7743  -0.612
N2 0.3915 -0.1727 1.3000  -0.781
C1 -0.4460 0.0109 -2.0690  -0.417
C2 -3.0140 1.0299 0.3323  -0.721
C3 1.7004 -1.0009 1.3135  -0.224
C4 2.7857 -0.3489 0.4042  -0.629
C5 -2.0027 0.9989 -0.5400  -0.336
H1 -1.7686 1.9293 -1.0855  0.180
H2 1.3369 -1.9664 0.9451  0.196
H3 2.1166 -1.0841 2.3289  0.196
H4 2.4657 -0.4029 -0.6317  0.217
H5 -3.6546 1.9417 0.3107  0.201
H6 -0.1095 -0.4653 2.1388  0.378
H7 -0.3523 -0.2205 0.2399  0.424
H8 0.6854 0.8284 1.4702  0.387
H9 -1.6618 -1.0205 -0.7458  0.347
H10 3.7274 -0.9274 0.4440  0.227
H11 -3.2665 0.2039 0.9563  0.158
H12 2.9863 0.6599 0.7742  0.212
H13 0.1469 -0.8960 -2.2118  0.187
H14 0.2426 0.8734 -2.0017  0.195
H15 -1.1611 0.1809 -2.8982  0.215

The multiplicity is 2. The calculation puts the LUMO energy (spin up / spin down) at 0.01940 / 0.01527 hartree. The calculation puts the orbital gap (spin up / spin down) at 2.8508 / 7.7675 eV.



So which one wins? Going from most stable to least: model ii, model i.



Model i:
Here is an isolated molecule of C3H8N4O2 from the Open Molecules 2025 dataset. Energies are from the ωB97M-V functional and the def2-TZVPD basis.

Each line ends with the natural charge from an NBO analysis.
Cartesian coordinates (Å):
O1 -0.0475 -0.8178 3.2661  -0.624
O2 -1.0533 -1.5319 1.3816  -0.684
N1 1.2893 0.8883 -0.1458  -0.847
N2 -0.4083 -0.1321 -1.4474  -0.535
N3 -1.0059 1.0352 0.3938  -0.453
N4 -0.7208 0.7281 1.7281  -0.518
C1 -0.4814 -0.5962 2.1626  0.873
C2 -0.0067 0.5957 -0.4808  0.556
C3 0.4879 -0.4980 -2.5146  -0.444
H1 1.0520 0.3529 -2.9153  0.169
H2 -1.0206 -2.3836 1.8389  0.509
H3 1.4368 1.4693 0.6626  0.402
H4 -0.6536 1.5046 2.3738  0.407
H5 -1.9209 0.6992 0.1018  0.393
H6 1.2028 -1.2643 -2.1984  0.185
H7 1.9739 0.8394 -0.8808  0.404
H8 -0.1238 -0.8887 -3.3262  0.208

The calculation puts the LUMO energy at 0.02559 hartree. The calculation puts the orbital gap at 9.6039 eV. As for the SMILES: C/N=C(\N)NNC(=O)O.



Model ii:
Here is an isolated molecule of C3H8N4O2 from the Open Molecules 2025 dataset. Energies are from the ωB97M-V functional and the def2-TZVPD basis.

Each line ends with the natural charge from an NBO analysis.
Cartesian coordinates (Å):
O1 -1.9429 2.0602 1.4195  -0.551
O2 -0.0474 0.5590 0.1584  -0.531
N1 -2.0810 0.6965 1.2777  -0.343
N2 2.0000 -0.2395 -0.7533  -0.290
N3 -0.9132 -1.2388 1.3964  -0.750
N4 2.7109 0.5626 0.1024  -0.649
C1 0.7244 -0.2983 -0.6794  0.491
C2 -0.0691 -1.0412 -1.7104  -0.681
C3 -0.9360 -0.0668 1.0050  0.668
H1 -2.4520 2.5241 0.7482  0.475
H2 -2.4320 0.1987 2.1053  0.374
H3 0.6543 -1.6951 -2.3037  0.245
H4 3.6614 0.2725 -0.0234  0.359
H5 -0.1416 -1.7941 1.0308  0.361
H6 -0.7192 -1.6901 -1.1999  0.227
H7 -0.6034 -0.3227 -2.4186  0.235
H8 2.5869 1.5130 -0.1550  0.358

The calculation puts the LUMO energy at 0.02873 hartree. The calculation puts the orbital gap at 9.7261 eV. As for the SMILES: [H]/N=C(/NO)O/C(C)=N\N.



So which one wins? Going from most stable to least: model i, model ii.



Model i:
Here is a cluster of 10 separate species, C22H68N4O10 in total from the Open Molecules 2025 dataset. Energies are from the ωB97M-V functional and the def2-TZVPD basis.

Each line ends with the Mulliken charge.
Cartesian coordinates (Å):
O1 2.9508 -6.4654 0.6994  -0.298
O2 -4.1622 5.4678 1.4682  -0.480
O3 4.7226 1.0153 7.0329  -0.320
O4 -0.0424 1.1164 1.8175  -0.479
O5 -2.8151 -5.9590 -1.2272  -0.281
O6 -5.0716 3.4243 -4.4049  -0.519
O7 -3.2467 0.5186 3.8241  -0.484
O8 5.4291 3.7363 1.5625  -0.436
O9 -1.9754 0.4551 -8.4637  -0.339
O10 -1.8398 7.3776 -0.8945  -0.498
N1 4.0395 0.3444 3.5001  -0.487
N2 4.0328 -3.6501 0.2622  -0.751
N3 -1.7264 2.4272 -6.4415  -0.672
N4 -4.9283 -3.5381 0.5947  -0.731
C1 -3.9087 -5.5492 -0.4536  -0.755
C2 -2.7487 -7.3647 -1.4692  -0.748
C3 -2.7382 -4.2165 1.2863  -1.485
C4 4.4270 0.0186 4.8773  0.482
C5 4.4443 1.3391 5.6478  -0.751
C6 1.8011 -2.9942 -0.5494  -1.437
C7 -3.7072 -4.1216 0.0880  0.582
C8 -2.7282 -0.3758 -9.3746  -0.745
C9 -2.1703 0.1458 -7.0340  -0.794
C10 -4.4109 6.2462 2.6118  -0.558
C11 3.2666 -7.7337 0.1845  -0.748
C12 -1.2747 1.0749 -6.1892  0.575
C13 -0.4752 7.0652 -0.6681  -0.515
C14 2.6330 -4.0710 0.2646  0.505
C15 2.4286 -5.5212 -0.2276  -0.684
C16 5.4690 4.2955 0.2840  -0.602
C17 -1.3120 0.7949 -4.7004  -1.404
C18 5.8322 -0.7400 4.8452  -1.356
C19 5.3075 2.0734 7.8566  -0.714
C20 -0.0775 2.3466 1.0887  -0.564
C21 -2.9533 1.3929 4.9217  -0.512
C22 -4.7081 4.3398 -3.3618  -0.479
H1 -2.9478 2.4319 4.5923  0.191
H2 -3.2223 -3.5490 -0.7027  0.284
H3 -3.7616 1.3562 5.6522  0.259
H4 5.0825 3.5622 -0.4238  0.223
H5 -2.4025 0.4185 3.3782  0.289
H6 -2.2995 0.9917 -4.2831  0.272
H7 -3.2020 -4.7521 2.1147  0.414
H8 -5.2662 -2.9451 -0.1498  0.272
H9 4.5064 -4.2725 0.9013  0.276
H10 -0.7264 2.2394 0.2195  0.227
H11 -5.2673 5.9148 3.1989  0.234
H12 5.7710 4.4211 2.1421  0.280
H13 6.2206 2.3982 7.3576  0.307
H14 -1.8513 -0.8652 -6.7804  0.402
H15 -3.5606 -7.6623 -2.1328  0.305
H16 -2.3158 -0.3075 -10.3813  0.258
H17 -3.5008 6.2323 3.2115  0.227
H18 -4.7838 -5.4823 -1.0999  0.328
H19 6.3765 4.7099 -0.1550  0.277
H20 -4.5155 7.2869 2.3051  0.273
H21 -0.3685 3.2306 1.6561  0.239
H22 -3.7869 -0.1262 -9.4451  0.292
H23 -0.2611 1.0633 -6.5900  0.306
H24 -0.3918 6.9402 0.4115  0.223
H25 -0.6423 1.5034 -4.2128  0.343
H26 -0.9169 3.0265 -6.3662  0.227
H27 3.6862 -0.6687 5.2857  0.162
H28 2.2768 -2.0173 -0.4629  0.412
H29 -4.7281 -2.8883 1.3416  0.264
H30 4.5225 1.1871 3.2234  0.192
H31 1.3787 -5.6507 -0.4902  0.347
H32 3.4285 1.7223 5.5508  0.312
H33 -2.7869 -7.8440 -0.4910  0.330
H34 0.9105 2.5008 0.6549  0.275
H35 5.5601 1.7538 8.8676  0.252
H36 4.7413 5.1070 0.2831  0.258
H37 5.7720 -1.6518 4.2510  0.371
H38 3.0709 -5.6595 -1.0974  0.304
H39 -3.2437 0.2558 -6.8792  0.364
H40 -1.9033 8.3312 -0.9856  0.302
H41 -1.8667 -4.8092 1.0083  0.305
H42 -4.1083 -6.2102 0.3899  0.309
H43 -3.9292 3.9933 -2.6825  0.200
H44 4.3182 -0.4124 2.8921  0.217
H45 -1.8649 -7.6956 -2.0147  0.236
H46 0.1409 7.8696 -1.0700  0.284
H47 0.7506 -2.9510 -0.2617  0.300
H48 -5.6042 4.4951 -2.7609  0.236
H49 -3.7133 6.0108 0.8160  0.291
H50 -2.0231 1.1441 5.4325  0.245
H51 -2.3468 -3.2561 1.6217  0.373
H52 -4.3746 5.2753 -3.8108  0.255
H53 6.2113 -1.0106 5.8306  0.348
H54 1.8981 -3.3018 -1.5906  0.332
H55 4.0538 -7.7162 -0.5692  0.318
H56 -1.8957 2.5632 -7.4279  0.266
H57 5.1455 2.0844 5.2723  0.390
H58 -1.0437 -0.2157 -4.3925  0.379
H59 4.5908 2.8755 8.0324  0.281
H60 3.5802 -8.3828 1.0021  0.258
H61 -4.2784 3.3013 -4.9315  0.277
H62 4.4667 -3.8572 -0.6260  0.241
H63 -2.6655 -1.4293 -9.1019  0.302
H64 2.4119 -8.1835 -0.3208  0.299
H65 0.8881 0.9101 1.9325  0.296
H66 -0.1219 6.1308 -1.1040  0.214
H67 2.3018 -3.9904 1.2999  0.328
H68 6.6640 -0.1887 4.4067  0.325

The calculation puts the LUMO energy at 0.01108 hartree. The calculation puts the orbital gap at 9.4460 eV. As for the SMILES: COC[C@H](C)N.COC[C@H](C)N.COC[C@H](C)N.COC[C@H](C)N.CO.CO.CO.CO.CO.CO.



Model ii:
Here is a cluster of 10 separate species, C22H68N4O10 in total from the Open Molecules 2025 dataset. Energies are from the ωB97M-V functional and the def2-TZVPD basis.

Each line ends with the Mulliken charge.
Cartesian coordinates (Å):
O1 -0.1480 -4.6822 -1.7458  -0.383
O2 -1.3870 -2.5972 -6.5548  -0.597
O3 -0.8210 -3.4312 2.3602  -0.354
O4 -4.8890 -4.0042 -0.9668  -0.568
O5 -0.9150 4.5418 -0.3118  -0.411
O6 3.9890 -2.3562 1.1142  -0.446
O7 0.1230 0.3678 0.0542  0.328
O8 4.8780 3.6858 -0.2838  -0.274
O9 -4.4420 0.8238 -1.7138  -0.591
O10 -2.0800 0.1638 5.3122  -0.579
N1 3.6020 6.3928 1.8132  -0.685
N2 -0.7600 -1.7122 -1.7718  0.882
N3 -4.1900 -2.2562 1.2822  -0.588
N4 0.0660 5.9038 1.7732  -0.770
C1 -1.5900 -2.5332 -5.1358  -0.494
C2 -4.3540 -3.6122 -2.1798  -0.274
C3 0.1720 4.4408 1.7762  1.801
C4 4.5560 5.2628 1.4512  0.119
C5 -3.4420 -0.0702 -2.1038  -0.798
C6 4.4230 4.2408 2.5152  -1.275
C7 0.3320 0.4088 -1.3128  -0.895
C8 -0.9410 3.9598 0.9312  -0.172
C9 -1.6710 4.0088 -1.2978  -0.649
C10 0.4840 -0.9292 -1.8808  1.427
C11 -1.0140 -0.0762 4.3182  -0.244
C12 1.0900 -0.1072 0.8992  -0.009
C13 -3.1320 -2.8662 2.1552  0.684
C14 4.0890 4.7288 0.1392  -0.255
C15 4.7190 -2.7672 -0.1298  -0.515
C16 0.3170 -3.8792 1.7712  -0.252
C17 4.6270 3.2578 -1.6078  -0.622
C18 1.1730 -4.9742 -2.1388  -0.436
C19 0.8150 -0.8602 -3.3118  -1.816
C20 -3.7360 -4.1932 2.7432  -1.666
C21 -1.8190 -3.0582 1.4462  0.073
C22 0.3680 3.8768 3.1812  -0.955
H1 -3.9090 -1.3542 0.8742  0.134
H2 -0.2210 6.1358 0.7532  0.284
H3 -4.4320 -3.4552 -0.4008  0.385
H4 1.1550 4.3768 1.3462  -1.267
H5 -4.6570 -4.2722 -3.1568  0.246
H6 4.0340 -2.8672 -1.0418  0.136
H7 -0.8890 2.7898 0.9132  -0.035
H8 2.6980 5.7638 1.9162  0.165
H9 -1.5180 0.2518 3.2732  -0.029
H10 3.0350 4.4488 0.1392  0.142
H11 1.2950 -1.2502 0.6922  -0.385
H12 -2.0350 4.6358 -2.0558  0.451
H13 -0.7630 6.2868 2.2292  0.328
H14 -0.4930 4.4198 3.7442  0.337
H15 1.1450 -5.1422 -3.3618  0.253
H16 -2.5270 -2.8422 -4.9198  0.435
H17 0.2260 -4.9102 1.2192  0.223
H18 3.7170 2.6178 -1.9698  0.129
H19 -0.0020 0.4168 4.3752  0.280
H20 -1.9570 -3.7092 0.6572  0.643
H21 1.2970 1.2288 -1.3888  -0.491
H22 1.0730 -1.7702 -3.8038  0.411
H23 -0.8430 -1.1852 4.4062  0.269
H24 5.6740 -2.0932 -0.2098  0.281
H25 1.3520 3.9798 3.7432  0.326
H26 1.8340 -4.1412 -1.9748  0.015
H27 4.8440 4.0258 -2.2518  0.367
H28 0.4990 -0.0642 1.7092  -0.116
H29 5.5220 2.3898 -1.7088  0.202
H30 -1.7770 -0.2662 6.2132  0.315
H31 -3.0390 -4.7112 3.2372  0.540
H32 5.0440 3.4678 2.3222  0.572
H33 -1.5270 -2.0822 0.9682  -0.465
H34 -4.7270 -4.0822 3.4682  0.253
H35 -3.1210 -2.1572 3.0812  0.033
H36 4.5700 4.7198 3.6582  0.205
H37 -0.9860 -3.3782 -4.7598  0.122
H38 -1.9520 4.1448 1.5222  0.186
H39 0.9850 -3.3182 1.0452  -0.059
H40 3.7880 6.9838 2.6692  0.272
H41 -0.2930 0.9498 -1.7648  0.466
H42 -3.7920 -0.6762 -2.7728  0.635
H43 5.0550 -3.7882 -0.1548  0.301
H44 4.6940 -2.3762 1.7962  0.269
H45 -2.7830 0.5318 -2.6438  0.348
H46 -1.4710 -1.6952 -4.6128  0.157
H47 -5.3080 0.4378 -2.1288  0.344
H48 4.2730 5.5988 -0.4968  0.263
H49 1.3070 -1.4792 -1.4708  -0.104
H50 -2.2580 -2.4262 -7.1018  0.326
H51 1.8890 0.5978 0.7802  0.434
H52 3.5070 3.7418 2.6162  0.156
H53 -3.3150 -3.5822 -1.8418  -0.067
H54 -0.6930 -2.6052 -2.1578  -0.301
H55 1.1760 -3.8572 2.5622  0.229
H56 -0.9140 3.2408 -1.9128  0.061
H57 1.6650 -5.9012 -1.6688  0.251
H58 1.8220 -0.5772 -3.7988  0.326
H59 -5.0830 -1.9842 1.8002  0.277
H60 -0.7280 -1.7622 -0.7438  -0.502
H61 -3.0060 -0.5832 -1.2028  0.044
H62 -4.7160 -2.7572 -2.4158  0.261
H63 5.4940 5.6448 1.4952  0.562
H64 0.0000 -0.2792 -3.7478  0.359
H65 -0.8840 -4.8892 -2.2838  0.264
H66 0.0040 2.8098 3.0992  0.114
H67 -3.8470 -5.1112 2.1612  0.372
H68 -2.6970 3.6428 -1.1548  0.320

The calculation puts the LUMO energy at 0.01295 hartree. The calculation puts the orbital gap at 9.0637 eV. As for the SMILES: COC[C@H](C)N.COC[C@H](C)N.COC[C@H](C)N.COC[C@H](C)N.CO.CO.CO.CO.CO.CO.



So which one wins? Going from most stable to least: model i, model ii.